No. 1
DFT (ωB97M-V with the def2-TZVPD basis set) results for a single C7H8O molecule in a non-equilibrium geometry.

XYZ file:
```
16
Properties=species:S:1:pos:R:3:mulliken_charge:R:1
H -0.79 2.10 -0.88 0.30
C 1.74 -0.77 -0.18 -0.54
O 1.15 -1.96 -0.70 -0.48
C 0.76 1.19 1.44 -0.69
H -1.58 -0.88 0.92 0.32
H -2.07 0.89 -0.19 0.33
C -0.31 0.75 0.95 0.35
H -0.04 -1.16 1.96 0.44
H 1.35 1.12 2.32 0.33
C -1.02 1.08 -0.29 -0.68
H 2.29 -0.38 -1.01 0.32
C -0.48 -0.89 0.98 -0.94
C 0.26 -0.98 -0.28 0.90
H -1.18 -0.55 -1.85 0.29
H 0.36 0.46 -1.93 0.28
C -0.45 -0.02 -1.27 -0.53
```

Summary:
* energy relative to the best compared isomer or geometry (same formula, charge and spin): 1.992 eV
* spin multiplicity: 3
* E_tot: -9427.7981 eV
* LUMO level (spin up / spin down): 0.0368 / -0.0178 hartree
* frontier orbital gap (spin up / spin down): 9.006 / 8.750 eV

---

No. 2
DFT (ωB97M-V with the def2-TZVPD basis set) results for a molecular structure, C49H30BrCaF4N5O2PS in a non-equilibrium geometry.

XYZ file:
```
94
Properties=species:S:1:pos:R:3:mulliken_charge:R:1
C 4.21 -2.80 2.14 0.22
C -2.38 -4.30 -0.51 -0.70
H 2.95 -2.72 -2.04 0.41
H 6.59 -0.03 -1.02 0.42
C -3.64 5.31 -0.94 -0.90
Br 1.49 0.11 3.34 -0.06
C 1.98 2.62 0.24 -0.35
C 2.80 -0.14 -1.65 -0.27
C 1.28 4.21 2.31 -0.99
C -5.23 1.35 2.00 -0.44
H 3.69 3.89 -0.02 0.50
C 2.79 3.70 0.55 -0.96
C -1.62 1.58 -2.67 0.33
C -4.08 5.55 -2.24 -0.39
C -3.86 1.29 1.73 0.55
C -0.22 -1.69 -1.83 0.67
H -0.30 -2.01 -5.21 0.37
C -3.91 -0.41 0.08 0.18
H 5.66 0.93 -3.09 0.36
C 4.67 -2.33 4.45 0.45
C -2.83 4.23 -0.65 0.05
C -0.67 -0.39 -1.62 -0.47
H 0.95 4.79 3.16 0.53
H -1.97 -5.29 -0.61 0.42
H -5.33 4.04 4.05 0.37
C 2.88 -1.18 3.30 -0.47
H -1.17 0.29 -4.96 0.42
C -2.47 3.37 -1.68 -0.82
H 0.03 -2.30 -0.97 0.05
C -3.72 4.73 -3.29 -0.84
C -3.57 3.24 3.15 -0.57
C -3.32 -1.77 -0.17 0.32
N -3.27 0.27 1.03 -0.50
C -0.89 -0.28 -4.09 -0.96
C 5.00 0.48 -2.36 -0.97
C -5.76 2.32 2.83 -0.75
H 2.24 1.94 -0.56 0.39
P 2.10 -1.54 0.62 1.40
C -4.92 3.27 3.40 -0.73
H 3.21 0.91 -3.46 0.51
C 2.42 4.52 1.61 -0.56
C 2.71 -4.83 -1.82 -0.90
H -4.06 4.90 -4.30 0.39
C 2.64 -3.52 -1.38 -0.22
O -4.90 -0.06 -0.57 -0.80
C 3.63 -1.42 4.45 0.36
C -3.45 -3.89 -1.29 -0.50
Ca -1.20 0.74 0.40 2.15
H -3.90 -4.56 -2.01 0.41
H -4.74 6.39 -2.43 0.37
F 4.56 -3.49 1.04 -0.42
N 0.86 2.33 0.89 0.48
N -1.74 2.23 -1.56 0.31
H -6.82 2.35 3.02 0.37
C 0.52 3.10 1.92 0.32
C 4.96 -3.04 3.28 0.35
F 5.97 -3.92 3.25 -0.31
H -2.49 4.02 0.35 0.37
C -3.01 2.26 2.32 -0.55
H 0.25 -3.30 -3.15 0.56
H -4.78 -2.22 -1.64 0.48
C 2.28 -5.87 -1.01 -0.55
S -2.39 2.38 -4.06 -0.47
C -3.94 -2.61 -1.10 -0.62
C 1.71 -4.28 0.69 -0.38
C -1.84 -3.40 0.40 -0.21
H 5.12 -1.04 0.64 0.40
H 1.31 -4.06 1.67 0.61
C -0.42 -1.57 -4.23 -1.56
H 1.73 -0.16 -1.81 -0.16
C 5.52 -0.06 -1.20 -0.63
O -0.79 3.19 3.88 -0.74
C -0.75 2.83 2.69 -0.30
C -1.03 0.28 -2.81 1.62
N -1.69 2.27 1.95 0.66
C 2.19 -3.24 -0.10 0.05
H 3.03 5.38 1.88 0.44
H -5.88 0.60 1.57 0.45
H 1.40 -6.40 0.86 0.47
C -2.92 3.64 -3.00 0.75
C -0.10 -2.28 -3.08 -0.95
C 4.69 -0.64 -0.26 -0.98
H 2.34 -6.89 -1.36 0.38
C 3.32 -0.72 -0.50 1.55
H -3.96 5.96 -0.14 0.42
H 3.11 -5.04 -2.80 0.44
F 3.37 -0.75 5.58 -0.33
F 5.41 -2.53 5.56 -0.30
H -2.92 3.98 3.60 0.40
N -2.28 -2.17 0.57 -0.19
C 1.76 -5.59 0.24 -1.03
C 3.17 -1.87 2.10 -0.13
C 3.63 0.46 -2.58 -0.26
H -1.01 -3.70 1.03 0.70
```

Summary:
* energy relative to the best compared isomer or geometry (same formula, charge and spin): 1.643 eV
* spin multiplicity: 1
* E_tot: -182325.5127 eV
* LUMO level: 0.0705 hartree
* total charge: -1
* frontier orbital gap: 5.801 eV